Molecular formula: CH5NP2
Method: DFT, the ωB97M-V functional and the def2-TZVPD basis

Cartesian coordinates (Å):
P: 0.32155 -0.07481 -0.00537
P: -1.64193 0.54206 2.78260
N: -1.39975 0.30345 1.17514
C: 1.09461 -0.25124 -1.52180
H: -2.22255 0.62004 0.48802
H: 0.56811 -1.05127 -2.00754
H: 1.29142 0.51393 -2.19527
H: 0.88140 -1.25606 0.52645
H: 1.10714 0.65391 0.75777

## Properties
Gap between HOMO and LUMO (spin up / spin down) = 6.251 / 6.324 eV
Electronic energy = -21180.493 eV
ΔE to the lowest compared entry with this formula, charge and spin = 91.1 kcal/mol

---

Molecular formula: C5H10O2
Method: DFT, the ωB97M-V functional and the def2-TZVPD basis

Cartesian coordinates (Å):
O: 2.74123 -0.55080 0.33467
O: 0.30346 -1.49861 -0.69746
C: -1.15218 0.35148 -0.53775
C: -2.37580 -0.52104 -0.26195
C: 2.69760 0.66028 0.39302
C: 1.31179 0.78421 -0.31939
C: 0.16072 -0.26362 -0.03349
H: -2.27020 -1.49630 -0.74409
H: -3.28808 -0.04591 -0.64079
H: 0.07308 -0.42226 1.05752
H: -1.28135 1.33273 -0.06369
H: -2.50874 -0.68688 0.81363
H: 1.17888 -1.83802 -0.47133
H: 3.01028 1.15384 1.37103
H: -1.05869 0.52321 -1.61895
H: 1.01267 1.69228 0.15571
H: 1.47157 0.82196 -1.39669

## Properties
Gap between HOMO and LUMO = 9.455 eV
Electronic energy = -9439.646 eV
ΔE to the lowest compared entry with this formula, charge and spin = 78.3 kcal/mol

---

Molecular formula: C4H20FN9O4
Method: DFT, the ωB97M-V functional and the def2-TZVPD basis

Cartesian coordinates (Å):
F: 0.06497 -0.37318 0.00466
O: -4.43022 1.00809 -0.45901
O: 2.81767 1.57981 -3.53736
O: 2.40146 1.68030 1.79995
O: -1.45386 -5.01573 -0.22983
N: 1.35866 2.92491 3.39652
N: 1.36694 1.81117 -1.77058
N: 1.37365 -0.09324 -3.03468
N: 2.60957 -0.56021 0.94480
N: -2.33141 1.13080 -1.34565
N: -2.17168 -3.04133 -1.10532
N: 0.13640 1.59814 1.97765
N: -2.70024 -0.09367 0.53617
N: -0.61441 -3.04434 0.56381
C: 1.95738 1.12300 -2.80627
C: 1.35600 2.07465 2.33648
C: -3.24774 0.71607 -0.41655
C: -1.42315 -3.79787 -0.24565
H: 1.71018 -0.62557 0.42786
H: -3.26758 -0.41727 1.29760
H: -2.92065 -3.50233 -1.58838
H: 0.66469 -0.48485 -2.43940
H: 3.25087 -1.09106 0.35828
H: -0.68894 1.98919 2.39547
H: 0.97687 1.23859 -1.03962
H: -2.11858 -2.04295 -1.20097
H: 0.58200 2.93540 4.03064
H: 2.46205 -1.04442 1.82793
H: -1.69834 -0.15249 0.65065
H: 2.27765 3.18184 3.71127
H: 1.60386 2.77266 -1.61785
H: 0.04420 -3.56744 1.11066
H: -2.60323 1.68387 -2.13390
H: 2.80830 0.43693 1.15108
H: -0.44921 -2.06642 0.33918
H: 1.62867 -0.53123 -3.90035
H: -1.39629 0.76949 -1.24446
H: 0.06353 0.89065 1.25516

## Properties
Gap between HOMO and LUMO = 9.182 eV
Electronic energy = -28796.086 eV
ΔE to the lowest compared entry with this formula, charge and spin = 0.0 kcal/mol